1.
Entry from the Open Molecules 2025 dataset: 3 unconnected molecules or ions with the total composition C27H59ClFN10O6P2 at a distorted geometry (ωB97M-V with the def2-TZVPD basis set).

Values from the calculation:
- net charge = +1
- multiplicity = 1
- LUMO energy (eV) = -2.61
- Kohn-Sham gap (Ha) = 0.2502
- molecular weight (g/mol) = 736.232
- HOMO level (eV) = -9.418

Last column: Löwdin charge in e.
Cartesian coordinates (Å):
1 N -6.19850 8.90691 0.73282  0.02
2 C -6.48650 8.01894 1.86282  -0.22
3 C -6.15743 6.55518 1.52573  -0.36
4 O -5.07760 6.49511 0.60861  -0.02
5 C -7.35958 5.81606 0.92375  -0.10
6 N -6.93206 4.46353 0.53132  -0.02
7 C -7.30870 3.46593 1.53363  -0.07
8 C -6.41753 2.24176 1.31260  -0.42
9 C -6.71293 1.22338 2.42083  -0.16
10 N -8.15969 1.11749 2.65561  0.03
11 O -5.11558 2.70015 1.26493  0.07
12 C -4.14169 1.71822 1.54550  -0.38
13 O -3.74922 1.56477 2.66446  0.20
14 C -3.61005 0.94613 0.39067  -0.18
15 C -3.81543 -0.42370 0.27447  -0.03
16 C -3.25100 -1.07978 -0.80806  -0.06
17 C -2.49772 -0.39638 -1.74200  -0.06
18 C -2.30367 0.97476 -1.62899  -0.06
19 C -2.86607 1.63981 -0.55427  -0.07
20 N -6.91001 1.65552 0.00004  0.16
21 C -7.03312 2.61708 -1.15097  -0.49
22 Cl -5.54115 2.65680 -2.06395  0.84
23 C -7.49327 4.05537 -0.71195  -0.59
24 O -8.87753 4.17815 -0.75404  0.09
25 F -7.00993 4.90950 -1.67182  0.06
26 H -5.73590 9.73521 1.07277  0.07
27 H -7.05525 9.17661 0.27101  0.07
28 H -7.50487 8.12367 2.24668  0.11
29 H -5.80277 8.30115 2.66365  0.12
30 H -5.82277 6.02646 2.42696  0.14
31 H -4.48060 5.79919 0.88843  0.09
32 H -8.14140 5.79562 1.68926  0.13
33 H -7.71233 6.40339 0.08012  0.14
34 H -8.36857 3.21076 1.48365  0.14
35 H -7.07711 3.85473 2.52377  0.15
36 H -6.20197 1.58576 3.31330  0.14
37 H -6.32531 0.22693 2.20006  0.13
38 H -8.34142 0.18847 3.01760  0.09
39 H -8.43534 1.72582 3.41719  0.09
40 H -4.38369 -0.96392 1.02106  0.12
41 H -3.36245 -2.15042 -0.91299  0.11
42 H -2.02340 -0.89999 -2.57208  0.12
43 H -1.70841 1.52670 -2.34063  0.12
44 H -2.69798 2.70601 -0.47067  0.13
45 H -6.30916 0.87445 -0.29702  0.16
46 H -7.83660 1.24946 0.18453  0.18
47 H -7.79485 2.22238 -1.81904  0.13
48 H -9.14938 4.05411 -1.67284  0.13
49 O 0.58889 -0.44008 -0.45588  -0.30
50 P 1.52316 -0.57235 0.70512  0.66
51 N 2.97086 0.05934 0.04895  -0.30
52 C 4.32299 -0.29574 0.43474  -0.12
53 C 2.89449 1.42643 -0.44860  -0.13
54 N 1.56378 -2.30661 0.84529  -0.32
55 C 2.70688 -3.04936 0.33855  -0.13
56 C 0.32836 -2.94937 0.41284  -0.15
57 N 1.83870 -0.36511 2.34151  -0.32
58 C 1.75896 1.00477 2.84746  -0.12
59 C 2.40681 -1.31999 3.27434  -0.10
60 H 4.66475 0.21385 1.34977  0.08
61 H 5.00537 -0.01543 -0.36947  0.09
62 H 4.45983 -1.36274 0.56326  0.03
63 H 2.92588 2.16953 0.36120  0.07
64 H 1.97265 1.57750 -1.01110  0.07
65 H 3.72221 1.63327 -1.12893  0.08
66 H 2.95314 -2.79126 -0.69837  0.08
67 H 2.51521 -4.12344 0.38638  0.09
68 H 3.59022 -2.90324 0.95804  0.05
69 H 0.26761 -3.04679 -0.67901  0.08
70 H -0.54449 -2.38930 0.74758  0.06
71 H 0.26888 -3.94870 0.85143  0.08
72 H 2.74504 1.48196 2.88906  0.08
73 H 1.32190 1.02915 3.84706  0.08
74 H 1.11734 1.61553 2.20855  0.07
75 H 3.47729 -1.46719 3.10423  0.08
76 H 1.90184 -2.27998 3.23506  0.08
77 H 2.28592 -0.94826 4.29422  0.08
78 O 5.99235 -3.25298 -0.66147  -0.29
79 P 6.77736 -4.26689 -1.42679  0.66
80 N 8.38229 -3.77945 -1.08570  -0.30
81 C 9.53808 -3.97670 -1.93211  -0.12
82 C 8.74704 -3.74133 0.32546  -0.13
83 N 6.28544 -3.84725 -3.04657  -0.32
84 C 7.15518 -3.06929 -3.91345  -0.14
85 C 4.93287 -3.29768 -3.10775  -0.15
86 N 7.05459 -5.86653 -1.85069  -0.32
87 C 7.36192 -6.78216 -0.75145  -0.12
88 C 7.26048 -6.42257 -3.17417  -0.10
89 H 9.96544 -4.98953 -1.86528  0.08
90 H 10.31904 -3.27368 -1.63594  0.09
91 H 9.33441 -3.76030 -2.97453  0.04
92 H 8.95317 -4.74160 0.73102  0.07
93 H 7.94594 -3.29537 0.91457  0.07
94 H 9.63554 -3.12572 0.47538  0.08
95 H 7.51553 -2.14460 -3.44268  0.09
96 H 6.61816 -2.80107 -4.82482  0.08
97 H 8.01088 -3.65248 -4.25653  0.06
98 H 4.89887 -2.23641 -2.83215  0.08
99 H 4.26001 -3.83659 -2.44327  0.06
100 H 4.54716 -3.40242 -4.12483  0.08
101 H 8.44196 -6.92587 -0.63054  0.08
102 H 6.90036 -7.75736 -0.91288  0.08
103 H 6.96667 -6.39953 0.19175  0.08
104 H 8.24541 -6.16573 -3.57592  0.08
105 H 6.49362 -6.10671 -3.87441  0.08
106 H 7.20325 -7.51185 -3.12404  0.08

2.
Entry from the Open Molecules 2025 dataset: a molecular structure, C22H27N3O3STi (ωB97M-V with the def2-TZVPD basis set).

Values from the calculation:
- net charge = -2
- multiplicity = 1
- LUMO energy (eV) = 4.58
- Kohn-Sham gap (Ha) = 0.1243
- molecular weight (g/mol) = 461.410
- HOMO level (eV) = 1.201

Last column: natural (NBO) charge in e.
Cartesian coordinates (Å):
1 Ti -0.87490 0.54831 0.21420  1.22
2 C -5.05824 0.24458 0.44257  -0.67
3 C -3.73499 -0.20033 -0.13683  0.49
4 O -2.87491 0.72601 -0.32742  -0.69
5 C -3.53349 -1.53682 -0.40495  -0.49
6 C -2.30948 -2.06575 -0.91113  0.29
7 C -2.30259 -3.47948 -1.43251  -0.66
8 N -1.22636 -1.34977 -0.92983  -0.35
9 N -0.12363 -1.93780 -1.52614  -0.44
10 C 0.89192 -1.12839 -1.43614  0.54
11 O 0.85585 0.03482 -0.89142  -0.72
12 C 2.17390 -1.56235 -2.05553  -0.09
13 C 2.28498 -2.77019 -2.74447  -0.13
14 C 3.48817 -3.14540 -3.31764  -0.26
15 C 4.60439 -2.32152 -3.21284  -0.24
16 C 4.49984 -1.11997 -2.52572  -0.23
17 C 3.29425 -0.74345 -1.95131  -0.18
18 H -4.91286 0.44819 1.50596  0.23
19 H -5.83648 -0.51036 0.32592  0.19
20 H -5.36636 1.17950 -0.02698  0.22
21 H -4.35001 -2.22859 -0.24320  0.19
22 H -3.18372 -4.01583 -1.07882  0.19
23 H -1.39413 -3.99204 -1.12117  0.24
24 H -2.30953 -3.47769 -2.52514  0.22
25 H 1.40671 -3.39806 -2.81401  0.22
26 H 3.56185 -4.08706 -3.85041  0.19
27 H 5.54631 -2.61587 -3.66102  0.19
28 H 5.36477 -0.47312 -2.43512  0.20
29 H 3.19174 0.18749 -1.40895  0.24
30 C 1.88121 5.50374 1.12664  -0.63
31 C 0.37681 5.46342 0.99639  -0.95
32 S 0.26054 2.60423 0.36418  0.82
33 O -1.23729 2.43334 0.79607  -0.87
34 C 0.27891 3.19823 -1.35399  -0.60
35 C -1.10864 3.59352 -1.82882  -0.62
36 H 2.35925 6.36136 1.65294  0.12
37 H 2.36404 5.47713 0.13496  0.16
38 H 2.25083 4.60468 1.64855  0.17
39 H -0.02395 6.24985 0.33720  0.13
40 H -0.15436 5.46874 1.95537  0.15
41 H 0.71765 2.40857 -1.97126  0.20
42 H 0.93045 4.07410 -1.32766  0.23
43 H -1.83649 2.79383 -1.67927  0.22
44 H -1.08884 3.85304 -2.89192  0.18
45 H -1.44248 4.45176 -1.24423  0.24
46 N -0.65423 -0.23420 1.74659  -0.73
47 C -0.17870 -1.08775 2.67294  0.19
48 C -0.60173 -2.43864 2.72746  -0.28
49 C -0.11794 -3.30909 3.68717  -0.20
50 C 0.80437 -2.88841 4.64231  -0.32
51 C 1.23336 -1.56312 4.60640  -0.23
52 C 0.75892 -0.68083 3.65298  -0.23
53 H -1.31729 -2.76726 1.98225  0.21
54 H -0.46227 -4.33933 3.69197  0.18
55 H 1.18219 -3.57444 5.39166  0.18
56 H 1.95546 -1.21330 5.33820  0.19
57 H 1.09723 0.34777 3.62494  0.21